Entry 1:
Molecular formula: C6H12O
Method: DFT, ωB97M-V with the def2-TZVPD basis set

Values from the calculation:
electronic energy: -310.9497 a.u.
HOMO-LUMO gap: 9.465 eV
2S+1: 1
energy above the lowest of the compared OMol25 structures with the same formula, charge and spin: 2.981 eV

Atoms and positions in Å:
C1 2.06224 0.19447 -0.74774
C2 1.03378 -0.04559 0.36114
C3 -0.40743 -0.22296 -0.12455
C4 -0.64011 -1.40180 -1.05824
C5 -1.43913 -0.12346 1.03828
C6 -1.72943 1.31269 0.64206
O1 -1.02060 2.08099 1.49130
H1 1.77468 1.04708 -1.37660
H2 2.19614 -0.68418 -1.39067
H3 3.04377 0.41583 -0.31277
H4 1.06730 0.79353 1.07038
H5 1.32719 -0.94069 0.92329
H6 0.00797 -1.35893 -1.94643
H7 -0.47187 -2.33846 -0.51469
H8 -1.67919 -1.36848 -1.40230
H9 -0.98921 -0.27309 2.04169
H10 -2.32430 -0.75312 0.85408
H11 -0.70175 0.67293 -0.71843
H12 -1.11004 2.99320 1.17021

***

Entry 2:
Molecular formula: C31H70NO18S5
Method: DFT, ωB97M-V with the def2-TZVPD basis set

Values from the calculation:
electronic energy: -4623.0437 a.u.
HOMO-LUMO gap (spin up / spin down): 8.088 / 9.274 eV
2S+1: 2
energy above the lowest of the compared OMol25 structures with the same formula, charge and spin: 0.693 eV

Atoms and positions in Å:
C1 2.16419 -3.17043 3.67935
C2 1.28624 -1.95780 4.04715
C3 0.98499 -1.10572 2.80808
C4 0.63775 0.36132 3.19377
C5 -0.74382 0.85326 2.75919
C6 -1.98372 0.22918 3.45592
C7 -1.85621 0.17054 5.00576
C8 -2.48097 -1.01664 5.68605
O1 -3.51207 -0.99792 6.20021
O2 -1.73729 -2.17852 5.73030
C9 -3.15863 1.19337 3.10355
C10 -4.59329 0.66153 3.32250
C11 -5.48219 1.26893 2.22178
C12 -5.13244 1.28424 4.67305
N1 -4.70871 -0.80159 3.47716
O3 -5.91589 -1.20848 3.39612
C13 -3.76139 -1.61198 2.71076
C14 -3.80245 -3.07048 3.26972
C15 -4.17355 -1.75707 1.21684
C16 -2.28211 -1.14199 2.76952
H1 3.20035 -2.88613 3.52419
H2 1.73683 -3.71811 2.84926
H3 2.16696 -3.81614 4.56169
H4 1.87121 -1.37266 4.75571
H5 0.39901 -2.35709 4.53593
H6 1.92523 -1.08926 2.25321
H7 0.25525 -1.56765 2.14900
H8 0.85610 0.49361 4.25108
H9 1.35961 0.99411 2.67327
H10 -0.82667 0.76686 1.67965
H11 -0.77986 1.93014 2.96909
H12 -0.83074 0.24431 5.36773
H13 -2.37661 1.03249 5.40520
H14 -1.60264 -2.41909 6.65648
H15 -2.98186 2.11681 3.64968
H16 -3.03703 1.45925 2.04986
H17 -5.49853 2.34048 2.41936
H18 -6.51402 0.93510 2.26641
H19 -5.04829 1.18123 1.22883
H20 -5.95425 1.96327 4.45341
H21 -4.38489 1.87482 5.18895
H22 -5.55455 0.49064 5.27943
H23 -2.92132 -3.32111 3.85396
H24 -3.84095 -3.78448 2.45120
H25 -4.67893 -3.24752 3.89004
H26 -4.64503 -0.86216 0.81647
H27 -3.34268 -2.09413 0.60505
H28 -4.92963 -2.53789 1.17330
H29 -1.95367 -1.03566 1.74154
H30 -1.60746 -1.87159 3.20779
O4 5.49338 -0.75983 0.67732
S1 4.71038 -1.81628 0.11268
O5 3.98455 -2.72087 0.95115
O6 5.62718 -2.65488 -0.89074
C17 6.85227 -3.20940 -0.38224
C18 6.61750 -4.41043 0.51453
C19 3.59452 -1.15597 -1.07309
H31 7.42549 -2.43610 0.13299
H32 7.42833 -3.51263 -1.25509
H33 6.09572 -4.12787 1.42805
H34 7.56817 -4.86474 0.79633
H35 6.00332 -5.15456 0.00616
H36 4.13149 -0.48544 -1.73679
H37 2.82884 -0.60870 -0.52470
H38 3.14202 -1.97080 -1.62994
O7 0.69840 -5.12506 1.23308
S2 0.32853 -4.92161 -0.13030
O8 -0.49726 -3.81797 -0.51232
O9 -0.30857 -6.26838 -0.69915
C20 -1.43424 -6.82815 0.00352
C21 -2.71138 -6.04246 -0.22562
C22 1.77958 -4.91320 -1.12626
H39 -1.20504 -6.90975 1.06769
H40 -1.55335 -7.83969 -0.38104
H41 -2.64520 -5.04351 0.20438
H42 -3.55759 -6.55227 0.23619
H43 -2.90408 -5.92548 -1.29257
H44 2.39754 -5.76646 -0.86034
H45 2.30677 -3.98534 -0.91426
H46 1.48805 -4.94974 -2.17313
O10 2.00031 1.85193 -1.00026
S3 1.35666 3.03778 -0.52298
O11 0.26692 2.95813 0.39838
O12 0.92683 3.92611 -1.76923
C23 0.08811 3.32416 -2.77645
C24 -1.34590 3.15996 -2.31673
C25 2.56653 4.13672 0.13111
H47 0.51619 2.37081 -3.09435
H48 0.12086 3.99613 -3.63284
H49 -1.42260 2.44374 -1.49811
H50 -1.96925 2.80039 -3.13652
H51 -1.73975 4.10626 -1.95954
H52 3.38646 4.22400 -0.57673
H53 2.91857 3.70768 1.06731
H54 2.10082 5.10164 0.31424
O13 3.33120 -1.50983 -4.17804
S4 3.04528 -1.83043 -5.54317
O14 3.96251 -2.59794 -6.32317
O15 2.69240 -0.48627 -6.32077
C26 3.65384 0.58651 -6.29142
C27 4.85630 0.31266 -7.17391
C28 1.45339 -2.57576 -5.64957
H55 3.95469 0.78801 -5.26151
H56 3.12808 1.46823 -6.65364
H57 5.43923 -0.52851 -6.80100
H58 5.50823 1.18612 -7.20638
H59 4.54009 0.06536 -8.18760
H60 0.74334 -1.98032 -5.08139
H61 1.53633 -3.57392 -5.22445
H62 1.16487 -2.63912 -6.69556
O16 -2.08496 6.08053 -3.02158
S5 -1.72213 7.13453 -3.91887
O17 -0.41025 7.19439 -4.48228
O18 -2.06302 8.53063 -3.23518
C29 -1.49151 8.80893 -1.94183
C30 -0.01145 9.13054 -2.01823
C31 -2.90060 7.22860 -5.22331
H63 -1.68187 7.97474 -1.26394
H64 -2.03321 9.67039 -1.55562
H65 0.56637 8.26619 -2.34365
H66 0.36019 9.43511 -1.03937
H67 0.17089 9.93213 -2.73439
H68 -3.90111 7.21209 -4.79944
H69 -2.74497 6.36080 -5.86102
H70 -2.72761 8.14160 -5.78711

***

Entry 3:
Molecular formula: C26H37As2BCdF2O9S2Si2
Method: DFT, ωB97M-V with the def2-TZVPD basis set

Values from the calculation:
electronic energy: -7929.5077 a.u.
HOMO-LUMO gap: 5.651 eV
net charge: -2
2S+1: 1
energy above the lowest of the compared OMol25 structures with the same formula, charge and spin: 0.000 eV

Atoms and positions in Å:
Cd1 -2.27356 -0.13182 1.57024
C1 -0.30861 1.67225 4.52597
Si1 0.41046 -0.06191 4.54752
C2 -0.71720 -1.20745 5.51922
C3 2.16926 -0.11638 5.29742
C4 2.73176 0.13142 6.55007
C5 4.08465 -0.08688 6.75819
C6 4.88972 -0.55324 5.71987
C7 4.34466 -0.80048 4.46927
C8 2.98458 -0.58457 4.24762
Si2 1.79052 -0.73933 2.76723
C9 2.17279 0.53153 1.43541
C10 1.78159 -2.46752 2.01872
H1 -0.34105 2.06825 5.54535
H2 -1.32165 1.68109 4.11923
H3 0.28684 2.34741 3.91035
H4 -0.72570 -0.87665 6.56227
H5 -0.35512 -2.23590 5.48467
H6 -1.73991 -1.19730 5.13854
H7 2.11642 0.48893 7.36989
H8 4.52338 0.10078 7.73235
H9 5.94671 -0.72071 5.89613
H10 4.98408 -1.15851 3.66875
H11 2.90899 1.25274 1.79635
H12 1.27892 1.07285 1.12759
H13 2.56647 0.04472 0.53999
H14 2.80248 -2.85781 2.00866
H15 1.41952 -2.43253 0.98924
H16 1.15095 -3.16300 2.57512
C11 -0.20524 3.98848 0.18097
O1 -0.14730 2.59078 -0.04623
C12 -1.24350 2.05084 -0.70219
O2 -2.43032 2.44404 -0.24295
C13 -1.03753 1.19209 -1.70407
C14 -2.07156 0.47294 -2.45518
As1 -2.41686 1.12126 -4.19142
C15 -2.41904 3.07138 -3.89631
C16 -0.54122 0.95759 -4.92058
C17 0.49555 0.51375 -4.19270
As2 0.80594 0.84855 -2.23825
C18 1.47212 2.66456 -2.65326
C19 1.67966 -0.14727 -4.79618
O3 2.80658 0.27694 -4.72560
O4 1.47001 -1.34731 -5.39437
C20 0.21340 -2.01600 -5.20892
C21 -0.46677 0.98758 -6.39871
O5 -1.39100 0.87534 -7.17096
O6 0.79443 1.23451 -6.84040
C22 0.96120 1.19804 -8.24871
C23 -2.21151 -0.92125 -2.36640
O7 -2.76193 -1.69780 -3.15623
O8 -1.58962 -1.46301 -1.22583
C24 -1.63466 -2.87371 -1.12431
H17 0.66033 4.23531 0.79662
H18 -1.11530 4.26778 0.70745
H19 -0.14190 4.53274 -0.76944
H20 -3.43145 3.36904 -3.62290
H21 -2.13429 3.57877 -4.81951
H22 -1.74019 3.34873 -3.09000
H23 0.71612 3.22559 -3.20150
H24 2.37417 2.56948 -3.25689
H25 1.70724 3.16124 -1.71448
H26 0.40315 -3.05467 -5.47367
H27 -0.56332 -1.60936 -5.85665
H28 -0.13504 -1.95237 -4.17880
H29 2.03470 1.23132 -8.42091
H30 0.47601 2.05732 -8.71613
H31 0.53319 0.28735 -8.66827
H32 -0.78262 -3.17426 -0.51451
H33 -1.59473 -3.33795 -2.11032
H34 -2.55318 -3.19813 -0.62474
C25 -2.76116 -5.17918 2.79233
O9 -3.54108 -4.08142 3.25045
C26 -3.10167 -2.81776 3.05733
S1 -4.10451 -1.61246 3.62293
S2 -1.57516 -2.59399 2.31499
H35 -3.32761 -6.06587 3.07294
H36 -1.77957 -5.18826 3.26707
H37 -2.62751 -5.13857 1.71059
F1 -2.37816 2.90430 2.08914
B1 -2.91508 2.08521 1.07738
F2 -4.29416 2.12776 1.10709

***

Entry 4:
Molecular formula: ClF2HSi
Method: DFT, ωB97M-V with the def2-TZVPD basis set

Values from the calculation:
electronic energy: -950.0390 a.u.
HOMO-LUMO gap (spin up / spin down): 9.622 / 8.441 eV
2S+1: 1
energy above the lowest of the compared OMol25 structures with the same formula, charge and spin: 4.000 eV

Atoms and positions in Å:
F1 0.68291 1.05333 0.92720
F2 0.31765 0.96544 -1.47082
Si1 0.25078 0.03087 -0.19755
Cl1 1.39688 -1.58240 0.20207
H1 -2.64822 -0.46724 0.53910

***

Entry 5:
Molecular formula: C39H79NO19
Method: DFT, ωB97M-V with the def2-TZVPD basis set

Values from the calculation:
electronic energy: -3017.6418 a.u.
HOMO-LUMO gap: 9.821 eV
2S+1: 1
energy above the lowest of the compared OMol25 structures with the same formula, charge and spin: 4.951 eV
SMILES: CCOC(C)=O.CCOC(C)=O.CCOC(C)=O.CCOC(C)=O.CCOC(C)=O.CCOC(C)=O.CCOC(C)=O.CCOC(C)=O.CCOC(C)=O.CN(C)C=O

Atoms and positions in Å:
C1 1.73808 1.07084 1.64626
C2 1.54429 1.54784 0.21546
O1 0.65290 0.58515 -0.33144
C3 0.18960 0.65521 -1.54485
C4 -0.70209 -0.48902 -1.98840
O2 0.37238 1.49945 -2.35634
H1 1.98990 0.01035 1.63940
H2 0.78813 1.19902 2.16517
H3 2.57952 1.55831 2.13864
H4 1.20823 2.58265 0.14979
H5 2.51139 1.49197 -0.28423
H6 -1.74789 -0.19512 -1.89886
H7 -0.52173 -1.22015 -1.20035
H8 -0.36803 -0.81632 -2.97298
C5 5.41745 4.69458 -0.14078
C6 4.69822 4.54632 1.21140
O3 5.62248 4.01718 2.12082
C7 5.13505 3.65359 3.37049
C8 6.12614 2.88992 4.24716
O4 3.91537 3.63808 3.68027
H9 6.01231 5.60764 -0.16456
H10 4.75774 4.80295 -1.00168
H11 6.20285 3.95378 -0.29064
H12 4.39329 5.52475 1.58260
H13 3.74972 4.01544 1.13010
H14 5.63886 2.58641 5.17374
H15 7.00337 3.52291 4.38094
H16 6.50030 1.96018 3.81858
C9 1.03859 4.52459 -4.28744
C10 1.89141 4.24909 -3.03048
O5 1.12850 4.41112 -1.81723
C11 1.15202 5.53646 -1.11628
C12 0.21419 5.36379 0.01697
O6 1.81042 6.58782 -1.30019
H17 0.78204 5.58323 -4.24792
H18 0.16505 3.87342 -4.25545
H19 1.66617 4.31099 -5.15267
H20 2.00039 3.17494 -3.18024
H21 2.91110 4.62013 -2.92722
H22 -0.77427 5.67277 -0.32301
H23 0.31385 6.06668 0.84408
H24 0.16591 4.38472 0.49362
C13 -1.55974 -3.00616 -5.56625
C14 -2.48847 -2.88750 -4.32809
O7 -1.95049 -3.46761 -3.16208
C15 -1.60013 -4.75513 -3.01008
C16 -0.51094 -5.08520 -2.02787
O8 -1.98277 -5.64759 -3.71890
H25 -1.96686 -2.62475 -6.50267
H26 -1.56927 -4.04929 -5.88229
H27 -0.51970 -2.72365 -5.40321
H28 -2.66335 -1.83300 -4.11469
H29 -3.51893 -3.19027 -4.51408
H30 -0.39084 -4.17420 -1.44157
H31 0.35375 -5.37784 -2.62351
H32 -0.85074 -5.93327 -1.43337
C17 -2.09171 -1.18306 1.57602
C18 -1.56557 -2.21411 2.57434
O9 -2.26287 -3.44640 2.47828
C19 -2.35866 -4.25436 3.57245
C20 -3.01935 -5.47811 3.21816
O10 -1.90660 -3.95054 4.69568
H33 -1.82811 -0.19258 1.94690
H34 -3.17082 -1.03005 1.59083
H35 -1.68240 -1.31793 0.57484
H36 -0.50597 -2.34489 2.35472
H37 -1.75891 -1.73741 3.53532
H38 -3.42381 -6.03671 4.06225
H39 -2.29373 -5.99662 2.59149
H40 -3.92635 -5.16017 2.70398
C21 1.39548 -1.37216 4.59378
C22 1.04718 -2.37521 5.70699
O11 1.28951 -1.68936 6.90772
C23 0.96986 -2.26454 8.07236
C24 1.01475 -1.32904 9.19395
O12 0.84018 -3.45428 8.26109
H41 1.58246 -1.76783 3.59548
H42 2.09338 -0.57584 4.85246
H43 0.50007 -0.77401 4.42480
H44 -0.01358 -2.52825 5.50835
H45 1.60533 -3.28162 5.47249
H46 0.01349 -0.90944 9.29150
H47 1.75124 -0.55017 8.99636
H48 1.09721 -1.89546 10.12157
C25 1.35189 2.40203 7.55455
C26 0.32919 3.12640 6.72148
O13 0.89927 3.21488 5.46172
C27 0.15659 3.83127 4.50912
C28 0.74430 3.83907 3.16392
O14 -0.97669 4.34960 4.60539
H49 1.27525 1.38094 7.18092
H50 1.04661 2.39798 8.60091
H51 2.42449 2.59442 7.52986
H52 -0.62398 2.59789 6.73687
H53 0.15042 4.11874 7.13549
H54 -0.06029 3.76867 2.43196
H55 1.37724 2.95166 3.16481
H56 1.34869 4.72091 2.95139
C29 -4.51896 -0.47124 -6.89235
C30 -3.21673 -0.09201 -7.62374
O15 -2.24476 0.21613 -6.62906
C31 -1.07427 0.93691 -6.80068
C32 -0.18045 1.23637 -5.66980
O16 -0.78497 1.35723 -7.87319
H57 -4.46257 -1.37728 -6.28901
H58 -5.39694 -0.57222 -7.53036
H59 -4.86500 0.39461 -6.32786
H60 -2.97482 -0.89223 -8.32319
H61 -3.35152 0.83274 -8.18479
H62 0.78612 1.23341 -6.17361
H63 -0.18533 0.40966 -4.95942
H64 -0.47207 2.16066 -5.17105
C33 -5.66691 -2.18317 0.45038
C34 -5.40906 -1.13286 -0.63850
O17 -6.08729 -1.42874 -1.85658
C35 -5.65708 -2.43770 -2.66534
C36 -6.70012 -2.68489 -3.67603
O18 -4.85573 -3.31629 -2.38853
H65 -5.62690 -1.77077 1.45856
H66 -4.95728 -2.97228 0.20173
H67 -6.63414 -2.68202 0.38928
H68 -5.77881 -0.16356 -0.30405
H69 -4.32339 -1.07776 -0.71842
H70 -6.74325 -1.84842 -4.37356
H71 -7.67631 -2.79606 -3.20402
H72 -6.52240 -3.59106 -4.25515
C37 4.77681 -1.81305 -3.04054
N1 3.48238 -2.29465 -2.76133
C38 3.05636 -3.22144 -3.75302
C39 2.95280 -2.33187 -1.53849
O19 1.92680 -2.90540 -1.18847
H73 5.01481 -1.50787 -4.05953
H74 5.39507 -2.70518 -2.94073
H75 5.14350 -1.09333 -2.30867
H76 1.98186 -3.40427 -3.74208
H77 3.01105 -2.84408 -4.77461
H78 3.73048 -4.07672 -3.70642
H79 3.61902 -1.77198 -0.86405

***

Entry 6:
Molecular formula: C3H5BrN2
Method: DFT, ωB97M-V with the def2-TZVPD basis set

Values from the calculation:
electronic energy: -2800.7016 a.u.
HOMO-LUMO gap (spin up / spin down): 8.450 / 7.755 eV
2S+1: 1
energy above the lowest of the compared OMol25 structures with the same formula, charge and spin: 2.365 eV

Atoms and positions in Å:
C1 0.74548 1.53949 0.26451
C2 -1.37754 -1.02514 1.31131
C3 0.99405 0.43738 -0.50905
N1 0.53489 2.45034 0.94995
N2 0.63369 0.30956 -1.82556
Br1 2.13198 -0.91047 0.17845
H1 -1.22648 -2.04790 1.04651
H2 -2.10456 -0.43669 0.79235
H3 -0.91412 -0.62008 2.18348
H4 -0.09470 0.91735 -2.16323
H5 0.67730 -0.61385 -2.22871

***

Entry 7:
Molecular formula: CH8N2O
Method: DFT, ωB97M-V with the def2-TZVPD basis set

Values from the calculation:
electronic energy: -227.4117 a.u.
HOMO-LUMO gap: 7.590 eV
2S+1: 1
energy above the lowest of the compared OMol25 structures with the same formula, charge and spin: 6.242 eV

Atoms and positions in Å:
N1 -1.18585 -2.05378 -0.65310
H1 -0.44578 -2.75586 -0.88614
H2 -1.01405 -1.30810 -1.31376
H3 -0.00400 -1.51333 1.96962
H4 -2.18967 -2.24098 -0.82378
N2 0.01645 1.87585 0.85591
C1 0.75483 0.86468 0.37877
O1 0.79494 0.46604 -0.80647
H5 -0.94817 1.73151 0.48943
H6 0.44222 -2.14411 1.75711
H7 -0.20424 -0.10146 0.55906
H8 1.66101 0.66143 1.00800

***

Entry 8:
Molecular formula: C4H7NS
Method: DFT, ωB97M-V with the def2-TZVPD basis set

Values from the calculation:
electronic energy: -609.4579 a.u.
HOMO-LUMO gap: 8.434 eV
2S+1: 1
energy above the lowest of the compared OMol25 structures with the same formula, charge and spin: 2.738 eV

Atoms and positions in Å:
C1 0.63682 0.70821 -0.67540
C2 -0.67103 1.40135 -0.49411
C3 -1.08267 0.15500 0.28567
C4 0.80699 -1.55570 0.58894
N1 0.21868 -0.40713 -0.09539
S1 2.39387 1.17216 -1.34688
H1 -0.53547 2.25300 0.11082
H2 -1.17860 1.80672 -1.42199
H3 -1.32983 0.13777 1.28967
H4 -1.82965 -0.32753 -0.22391
H5 0.21886 -1.65360 1.49432
H6 0.54462 -2.45721 -0.10268
H7 1.80740 -1.23302 0.59094